{"formula": "C5H13NS", "method": "the ωB97M-V functional and the def2-TZVPD basis", "gap_ev": [10.145, 5.331], "charge": 1, "homo_ha": [-0.4857, -0.4834], "spin_multiplicity": 2, "elements": ["C", "C", "C", "C", "S", "C", "N", "H", "H", "H", "H", "H", "H", "H", "H", "H", "H", "H", "H", "H"], "xyz": [[2.66, 0.47, -1.43], [1.17, -0.01, -1.42], [0.85, -0.11, 0.10], [-0.51, -0.79, 0.48], [-1.75, -0.05, 1.46], [-1.79, 1.76, 1.46], [0.87, -1.32, -1.90], [3.02, 0.93, -0.55], [3.04, -0.47, -1.19], [3.09, 0.79, -2.37], [0.42, 0.63, -2.01], [0.87, 0.99, 0.37], [1.58, -0.74, 0.64], [-0.87, -1.12, -0.43], [-0.28, -1.69, 0.97], [-2.80, 1.99, 1.18], [-1.36, 2.09, 2.48], [-1.08, 2.01, 0.64], [1.59, -2.04, -2.16], [0.46, -1.30, -2.81]], "lowdin_spin": [0.00, 0.00, 0.02, 0.10, 0.70, 0.07, 0.02, 0.00, 0.00, 0.00, 0.00, 0.00, 0.00, 0.04, 0.01, 0.01, 0.03, 0.00, 0.00, 0.00]}

=====

{"formula": "C5H11CeClNOY", "method": "the ωB97M-V functional and the def2-TZVPD basis", "gap_ev": [6.542, 6.541], "charge": 0, "homo_ha": [-0.2562, -0.2562], "elements": ["Y", "Cl", "C", "C", "H", "H", "H", "H", "H", "H", "Ce", "C", "C", "H", "H", "H", "H", "H", "O", "C", "N"], "xyz": [[-1.68, -0.26, -0.94], [-0.70, 1.87, -0.07], [-3.27, -0.37, 0.33], [-1.35, 0.24, -2.88], [-3.95, -0.87, -0.36], [-3.01, -0.96, 1.17], [-3.56, 0.63, 0.55], [-2.17, -0.33, -3.31], [-0.39, -0.13, -3.18], [-1.48, 1.29, -2.96], [0.77, 0.09, 0.99], [2.83, 0.51, 0.35], [-0.01, -1.49, -0.27], [3.13, -0.37, -0.18], [2.87, 1.47, -0.11], [3.34, 0.53, 1.32], [0.52, -1.79, -1.12], [-0.47, -2.08, 0.51], [3.63, 0.85, 4.20], [2.91, 0.68, 3.41], [2.02, 0.49, 2.54]], "mulliken_charge": [1.46, -0.43, -1.51, -1.53, 0.40, 0.36, 0.32, 0.36, 0.33, 0.34, 1.07, -1.18, -1.39, 0.36, 0.31, 0.29, 0.43, 0.29, -0.27, 0.67, -0.68]}

=====

{"formula": "C30H18F5N6O2OsS", "method": "the ωB97M-V functional and the def2-TZVPD basis", "gap_ev": 6.514, "charge": 1, "homo_ha": -0.3621, "elements": ["Os", "C", "C", "O", "C", "C", "C", "N", "N", "C", "O", "C", "C", "C", "C", "C", "C", "H", "H", "H", "H", "H", "H", "H", "H", "H", "H", "H", "H", "S", "N", "C", "C", "C", "C", "C", "N", "C", "C", "N", "C", "C", "C", "C", "C", "N", "H", "H", "H", "H", "H", "H", "F", "C", "C", "C", "F", "C", "F", "C", "F", "C", "F"], "xyz": [[-0.19, 0.00, 0.69], [-1.33, -0.28, 4.78], [-0.53, -0.55, 3.53], [-1.13, -0.25, 2.44], [0.73, -1.14, 3.65], [1.51, -1.65, 2.60], [2.70, -2.49, 2.90], [1.16, -1.40, 1.33], [1.79, -2.21, 0.41], [1.38, -2.15, -0.78], [0.26, -1.28, -1.05], [1.92, -3.00, -1.87], [2.30, -2.50, -3.11], [2.83, -3.34, -4.07], [3.00, -4.69, -3.79], [2.64, -5.19, -2.54], [2.11, -4.35, -1.58], [-0.69, 0.10, 5.57], [-1.78, -1.21, 5.13], [-2.13, 0.43, 4.56], [1.08, -1.33, 4.65], [2.99, -2.36, 3.94], [3.53, -2.23, 2.25], [2.49, -3.54, 2.73], [2.22, -1.44, -3.33], [3.13, -2.94, -5.03], [3.41, -5.35, -4.54], [2.79, -6.24, -2.32], [1.82, -4.73, -0.61], [-3.03, 6.81, 1.95], [-1.74, 6.08, 2.57], [-1.63, 4.91, 1.96], [-0.58, 3.93, 2.20], [0.47, 4.10, 3.09], [1.41, 3.09, 3.18], [1.28, 1.95, 2.41], [0.26, 1.76, 1.56], [-0.66, 2.75, 1.47], [-1.73, 2.49, 0.54], [-1.70, 1.26, -0.03], [-2.63, 0.98, -0.93], [-3.62, 1.88, -1.31], [-3.67, 3.13, -0.71], [-2.71, 3.44, 0.24], [-2.65, 4.69, 0.99], [-3.50, 5.69, 0.89], [0.55, 5.01, 3.67], [2.25, 3.17, 3.85], [2.02, 1.16, 2.43], [-2.60, -0.02, -1.35], [-4.35, 1.59, -2.05], [-4.43, 3.85, -0.97], [-1.09, -3.10, -2.61], [-0.82, -1.90, -3.10], [-0.11, -0.98, -2.34], [0.14, 0.28, -2.86], [0.81, 1.17, -2.12], [-0.30, 0.63, -4.12], [-0.06, 1.84, -4.60], [-0.99, -0.30, -4.88], [-1.41, 0.02, -6.09], [-1.25, -1.57, -4.37], [-1.92, -2.45, -5.10]], "mulliken_charge": [0.26, -1.52, 1.19, -0.71, -1.37, 1.33, -1.44, 0.51, -0.67, 0.36, -0.56, 0.12, 0.22, -0.86, -0.43, -0.73, -0.43, 0.42, 0.33, 0.37, 0.37, 0.43, 0.37, 0.29, 0.49, 0.43, 0.42, 0.41, 0.48, 0.19, -0.66, 0.81, 0.12, -0.63, -1.02, -0.20, 0.01, 0.02, 0.53, -0.14, -0.18, -1.05, -0.62, 0.18, 0.81, -0.66, 0.57, 0.47, 0.45, 0.67, 0.47, 0.57, -0.38, 0.76, -0.79, 0.57, -0.39, 0.45, -0.32, 0.44, -0.29, 0.48, -0.30]}

=====

{"formula": "C30H47BeCl2N4O7SSi", "method": "the ωB97M-V functional and the def2-TZVPD basis", "gap_ev": 4.877, "charge": -1, "homo_ha": -0.1370, "elements": ["C", "C", "H", "H", "H", "C", "C", "H", "H", "H", "H", "Be", "Cl", "C", "O", "N", "C", "C", "H", "H", "H", "H", "H", "H", "H", "H", "H", "C", "C", "N", "H", "C", "O", "H", "H", "H", "H", "H", "H", "C", "C", "N", "H", "C", "O", "H", "H", "H", "H", "O", "C", "C", "C", "H", "C", "H", "C", "H", "C", "C", "H", "H", "H", "Si", "Cl", "C", "C", "C", "H", "H", "H", "H", "H", "H", "H", "H", "H", "O", "S", "O", "N", "C", "O", "C", "C", "C", "C", "C", "C", "H", "H", "H", "H"], "xyz": [[-0.90, 0.30, -4.64], [-0.25, -0.53, -3.58], [-0.14, 0.82, -5.24], [-1.59, 1.02, -4.17], [-1.49, -0.34, -5.33], [0.47, -1.62, -3.90], [0.71, -2.06, -5.30], [0.90, -2.23, -3.11], [1.15, -1.27, -5.92], [-0.22, -2.38, -5.79], [1.39, -2.93, -5.31], [-3.68, 2.42, 0.07], [-3.47, 3.69, 1.52], [1.21, -1.64, 2.41], [2.29, -1.03, 2.30], [1.08, -2.84, 3.02], [2.17, -3.39, 3.79], [-0.21, -3.51, 3.12], [0.28, -1.24, 1.98], [3.07, -2.81, 3.59], [2.33, -4.44, 3.51], [1.93, -3.37, 4.86], [-0.91, -3.09, 2.39], [-0.63, -3.39, 4.13], [-0.08, -4.58, 2.92], [2.14, 0.85, 1.97], [0.02, 2.91, 4.38], [2.05, 1.92, 2.21], [0.52, 3.31, 3.49], [0.67, 2.27, 2.49], [2.50, 2.50, 1.38], [-0.31, 2.09, 1.52], [0.12, 1.70, 0.31], [-0.09, 4.13, 3.11], [-1.09, 2.85, 1.54], [2.63, 2.11, 3.12], [1.52, 3.67, 3.76], [3.47, -0.24, -4.05], [2.98, -2.37, -3.00], [3.60, 0.31, -3.11], [3.81, -2.04, -2.36], [3.62, -0.64, -2.01], [2.76, 1.00, -2.99], [4.04, -0.20, -0.77], [4.41, 0.94, -0.52], [3.81, -2.65, -1.45], [4.00, -1.00, -0.01], [4.54, 0.89, -3.14], [4.75, -2.19, -2.91], [0.67, 0.90, -1.88], [-0.36, -0.07, -2.13], [0.94, -1.71, -0.65], [-0.27, -1.27, -1.17], [1.79, -1.03, -0.63], [1.09, -3.06, -0.28], [-1.34, 0.40, -1.98], [-1.41, -2.09, -1.06], [2.07, -3.43, 0.03], [0.00, -3.92, -0.34], [-1.27, -3.43, -0.69], [-2.37, -1.67, -1.36], [0.13, -4.98, -0.10], [-2.14, -4.09, -0.69], [0.46, 2.41, -1.21], [-4.62, 2.66, -1.44], [2.21, 3.17, -1.26], [-0.23, 4.21, -0.65], [-0.62, 2.99, -2.75], [3.04, 2.47, -1.15], [2.34, 3.91, -0.46], [2.33, 3.70, -2.22], [-0.30, 2.49, -3.67], [-0.58, 4.06, -3.00], [-1.67, 2.74, -2.55], [0.14, 4.52, 0.34], [-1.33, 4.21, -0.61], [0.11, 4.96, -1.37], [-1.89, 1.75, 4.38], [-1.72, 0.52, 3.67], [-0.83, -0.49, 4.19], [-1.36, 0.77, 2.00], [-2.50, 0.62, 1.27], [-2.67, 1.20, 0.15], [-3.53, -0.15, 1.94], [-4.83, -0.40, 1.44], [-5.84, -0.72, 2.34], [-5.58, -0.70, 3.73], [-4.31, -0.38, 4.23], [-3.29, -0.15, 3.31], [-4.99, -0.34, 0.36], [-6.82, -0.99, 1.96], [-6.40, -0.90, 4.42], [-4.09, -0.34, 5.29]], "mulliken_charge": [-2.12, 0.12, 0.34, 0.41, 0.44, 0.67, -2.03, 0.52, 0.32, 0.41, 0.39, 0.10, -0.44, 0.38, -0.91, 0.51, -1.08, -0.83, 0.36, 0.30, 0.29, 0.32, 0.13, 0.24, 0.35, -0.32, 0.30, -0.40, -1.12, 0.60, 0.13, -1.19, 0.84, 0.35, 0.34, 0.58, 0.42, 0.34, 0.20, -0.85, -0.82, 0.54, -0.03, -0.04, -0.63, 0.22, 0.34, 0.32, 0.38, -1.06, 0.05, 1.32, 0.79, -0.71, -0.69, 0.28, -0.54, 0.29, -0.77, -1.10, 0.55, 0.34, 0.36, 2.34, -0.38, -1.67, -1.84, -1.48, 0.25, 0.33, 0.40, 0.22, 0.47, 0.21, 0.23, 0.25, 0.48, -0.69, 1.23, -0.65, 0.82, 0.36, -0.52, 0.40, -0.64, -0.78, -0.52, -0.90, 0.43, 0.53, 0.42, 0.40, 0.49]}

=====

no.,E (eV)
1,-17711.208
2,-35386.510
3,-71320.840
4,-96330.486